Entry 1:
{
  "formula": "C20H47BrIN2O4PSi2",
  "method": "the ωB97M-V functional and the def2-TZVPD basis",
  "symbols": ["C", "C", "C", "C", "C", "C", "Si", "C", "C", "C", "C", "O", "C", "O", "Si", "Br", "I", "P", "C", "C", "C", "H", "H", "H", "H", "H", "H", "H", "H", "H", "H", "H", "H", "H", "H", "H", "H", "H", "H", "H", "H", "H", "H", "H", "H", "H", "H", "H", "H", "H", "H", "H", "H", "H", "C", "C", "O", "N", "C", "H", "H", "H", "H", "H", "H", "H", "C", "C", "O", "N", "C", "H", "H", "H", "H", "H", "H", "H"],
  "xyz": [[0.477937, 2.254493, -4.438739], [1.878501, 1.833236, -5.179695], [3.172835, 2.766525, -4.804170], [3.130758, 3.434277, -3.301933], [3.243790, 2.292810, -2.090814], [2.764851, 3.004161, -0.700639], [2.372141, 1.823655, 0.760835], [0.493939, 1.246861, 0.765995], [-0.005583, 0.645478, -0.673541], [-0.586040, -0.858438, -0.406401], [0.121721, -2.064264, -1.249193], [1.428279, -1.753417, -1.842247], [1.148021, -1.729525, -3.315939], [2.508844, 2.832445, 2.239355], [4.242002, 3.108109, 2.569164], [4.665900, 5.384069, 2.845477], [4.856715, 1.801858, 4.598430], [3.771518, 0.162751, 1.056286], [2.692629, -1.438492, 1.320935], [4.825098, -0.232817, -0.481349], [5.893430, -1.444381, -0.047855], [-0.404250, 2.156731, -5.230643], [0.434777, 3.353798, -4.039353], [0.241429, 1.448627, -3.603650], [1.700057, 1.928732, -6.354758], [2.199343, 0.707447, -5.009166], [4.195994, 2.172653, -4.962170], [3.218875, 3.654127, -5.600063], [2.254316, 4.198075, -3.130309], [4.134376, 4.072380, -3.198854], [2.718998, 1.282151, -2.354186], [4.409791, 2.084868, -1.984883], [1.751018, 3.582548, -0.950167], [3.542708, 3.871604, -0.445165], [-0.115428, 2.253299, 0.968805], [0.293126, 0.562350, 1.693335], [0.770378, 0.746561, -1.541864], [-0.941186, 1.311827, -1.000865], [-0.589000, -1.187247, 0.740190], [-1.739054, -0.862902, -0.716616], [-0.672515, -2.498646, -2.022050], [0.311188, -2.959553, -0.482500], [1.140683, -2.817062, -3.774591], [2.002738, -1.118124, -3.831443], [0.119816, -1.175209, -3.561251], [5.066999, 2.728026, 1.393416], [3.168656, -2.059972, 2.208149], [1.591426, -1.188303, 1.627301], [2.800305, -2.092065, 0.355764], [4.236342, -0.613948, -1.417628], [5.526665, 0.704891, -0.711254], [5.250589, -2.368457, 0.272239], [6.434247, -1.041561, 0.933758], [6.659818, -1.686333, -0.906127], [-4.206130, -0.470600, 3.240464], [-2.707755, -0.564607, 3.201273], [-2.109253, -1.104667, 2.273553], [-2.006444, -0.025626, 4.241111], [-2.522832, 0.643774, 5.410710], [-4.627513, -0.941854, 2.348176], [-4.590176, -0.992773, 4.121167], [-4.514211, 0.578511, 3.255462], [-1.002548, -0.126590, 4.145891], [-2.108378, 1.654315, 5.433326], [-2.183767, 0.095031, 6.292466], [-3.611986, 0.697621, 5.412845], [-5.938304, -3.866811, 1.301591], [-6.669438, -3.145986, 2.397654], [-6.089184, -2.679051, 3.375310], [-8.023672, -3.016322, 2.284352], [-8.877391, -3.491623, 1.222294], [-4.868770, -3.892232, 1.528018], [-6.300005, -4.895968, 1.225424], [-6.078206, -3.342868, 0.352019], [-8.447574, -2.519832, 3.059513], [-9.393047, -2.630447, 0.791073], [-9.613186, -4.171714, 1.657793], [-8.320742, -4.010389, 0.441151]],
  "forces_ev_per_a": [[-0.6, -1.0, -0.6], [0.5, 0.1, -0.9], [0.1, 0.9, -0.4], [1.4, -0.4, 0.0], [1.0, 1.3, -0.3], [-0.3, 1.2, -1.5], [-2.0, 1.5, 0.6], [-0.3, 1.5, 0.1], [-1.5, 0.2, 0.8], [-0.8, -0.6, -0.3], [-0.9, -1.5, 1.7], [-2.8, -0.2, -2.4], [0.6, 0.6, -0.6], [3.5, -0.6, -1.1], [-2.6, 0.2, 0.1], [-0.4, -1.5, -0.1], [-0.2, 0.7, -0.7], [0.6, -1.9, -0.1], [0.4, -0.8, 0.4], [1.8, -0.7, -0.7], [-0.7, 0.9, 0.9], [1.9, 0.2, 1.7], [0.3, -2.3, -0.6], [0.4, 2.0, -1.5], [0.5, -0.2, 2.5], [-1.0, 2.3, -0.1], [-2.3, 1.2, 0.5], [-0.1, -1.8, 1.8], [1.5, -1.8, -0.4], [-2.2, -1.2, -0.2], [0.8, 2.0, 0.6], [-2.6, 0.2, -0.3], [2.0, -1.2, 0.6], [-1.6, -1.9, -0.4], [1.3, -2.1, -0.3], [0.2, 1.1, -1.9], [-1.3, -0.5, 1.8], [2.1, -1.4, 0.6], [0.1, 1.2, -2.7], [2.5, 0.0, 0.7], [2.0, 1.0, 1.3], [-0.4, 1.9, -1.6], [-0.1, 2.1, 1.1], [-1.5, -1.2, 1.0], [2.2, -1.2, 0.6], [-0.1, 0.1, 0.4], [-0.9, 1.4, -1.8], [2.1, -0.6, -0.9], [-0.7, 1.3, 1.8], [1.0, 1.0, 1.7], [-1.8, -1.9, 0.3], [1.5, 1.5, -0.8], [-0.9, -1.0, -2.2], [-1.6, 0.4, 1.8], [-0.1, 0.1, -0.1], [0.5, -0.1, -0.2], [-0.2, 0.1, 0.4], [-0.2, -0.4, -0.7], [0.4, 0.0, 0.1], [0.3, 0.1, 0.3], [-0.1, 0.2, -0.2], [0.0, -0.1, 0.1], [-0.2, 0.0, 0.1], [-0.2, 0.0, 0.2], [-0.2, 0.2, 0.2], [0.2, -0.1, -0.1], [0.3, -0.1, -0.1], [-0.1, 0.4, 0.9], [-0.4, -0.4, -0.5], [0.7, 0.0, 0.1], [-0.3, 0.2, 0.3], [-0.3, 0.1, 0.1], [0.0, 0.1, -0.2], [0.0, -0.2, 0.0], [0.1, -0.1, -0.2], [-0.1, -0.2, -0.2], [-0.1, -0.1, -0.3], [0.0, 0.1, 0.2]],
  "lowdin_charge": [-0.129, -0.259, -0.229, -0.224, -0.249, -0.287, 0.319, -0.271, -0.218, -0.176, -0.245, -0.274, -0.116, -0.511, -0.307, 0.197, 0.377, 0.760, -0.309, -0.480, -0.192, 0.082, 0.076, 0.054, 0.108, 0.083, 0.118, 0.111, 0.098, 0.119, 0.093, 0.100, 0.101, 0.100, 0.098, 0.063, 0.070, 0.118, 0.080, 0.121, 0.122, 0.131, 0.108, 0.075, 0.110, -0.061, 0.052, 0.031, 0.043, 0.076, 0.081, 0.061, 0.078, 0.079, -0.016, -0.519, 0.002, 0.003, -0.081, 0.075, 0.077, 0.089, 0.138, 0.084, 0.084, 0.077, -0.009, -0.535, 0.008, -0.001, -0.083, 0.090, 0.087, 0.087, 0.143, 0.083, 0.084, 0.076],
  "orbital_gap_ev": 8.19,
  "homo_energy_ev": -7.900,
  "e_tot_ev": -135858.324,
  "spin_multiplicity": 1
}

---

Entry 2:
{
  "formula": "C3H10NO4",
  "method": "the ωB97M-V functional and the def2-TZVPD basis",
  "symbols": ["C", "N", "C", "O", "O", "C", "H", "H", "H", "H", "H", "H", "H", "H", "O", "H", "H", "O"],
  "xyz": [[-1.341227, -1.098632, 0.913977], [-0.150585, -1.506913, 0.214698], [1.077311, -0.802932, 0.357320], [1.073813, 0.118955, 1.211030], [1.999089, -1.158212, -0.405402], [-1.893714, 0.222374, 0.384123], [-2.088490, -1.889564, 0.762536], [-1.222109, -1.044223, 1.998257], [-0.079348, -2.479048, -0.025332], [-2.593209, 0.681039, 1.093415], [-2.396563, 0.074006, -0.571319], [-1.059406, 0.909055, 0.245994], [1.617380, 0.949149, -1.894618], [0.444032, -0.006942, -1.990577], [0.706055, 0.897983, -2.220038], [2.095688, 1.503983, 0.541732], [1.482702, 2.426614, -0.509595], [2.328585, 2.203311, -0.106200]],
  "forces_ev_per_a": [[-0.5, -0.3, 0.1], [-0.3, 0.1, -0.1], [0.2, -0.2, 0.0], [0.0, 0.2, 0.0], [0.0, -0.1, 0.1], [0.1, 0.1, 0.2], [0.0, 0.1, -0.1], [0.3, 0.2, 0.1], [0.2, 0.1, -0.2], [0.0, -0.1, -0.1], [0.0, 0.0, -0.1], [-0.1, 0.0, 0.0], [-0.1, -0.2, 0.2], [0.2, 0.2, 0.1], [-0.1, -0.1, -0.3], [-0.2, -0.3, -0.2], [0.0, -0.1, 0.1], [0.2, 0.4, 0.0]],
  "lowdin_charge": [-0.302, 0.011, -0.795, -0.069, -0.065, -0.104, 0.098, 0.096, 0.104, 0.061, 0.061, 0.057, 0.015, 0.019, -0.090, -0.001, 0.008, -0.105],
  "orbital_gap_ev": 8.61,
  "de_lowest_kj_mol": 26.1,
  "homo_energy_ev": -4.677,
  "e_tot_ev": -12956.042,
  "charge": -1,
  "spin_multiplicity": 1
}

---

Entry 3:
{
  "formula": "C3H4S4",
  "method": "the ωB97M-V functional and the def2-TZVPD basis",
  "symbols": ["C", "C", "C", "S", "S", "S", "S", "H", "H", "H", "H"],
  "xyz": [[-1.393437, -1.293392, -0.284024], [-1.207170, -1.875943, 0.777724], [0.587756, 0.732566, -0.131539], [-0.390962, 1.014282, -2.740594], [1.025368, 0.264493, -1.661175], [1.783715, 0.238192, 1.094860], [-0.700470, 1.815175, 0.406380], [-1.823535, -1.047323, -1.187484], [-0.575947, -2.274770, 1.479726], [2.907890, 0.881547, 0.634955], [-0.213209, 1.545172, 1.611170]],
  "forces_ev_per_a": [[-0.2, -2.3, 3.3], [-0.2, 1.9, -3.4], [1.4, 0.4, -0.1], [-0.3, 0.2, -1.0], [-1.2, 0.7, 1.1], [0.6, 0.0, 0.2], [0.9, -1.0, -1.1], [-0.5, 0.9, -1.4], [0.6, -0.9, 1.7], [-0.8, -0.3, 0.1], [-0.3, 0.4, 0.7]],
  "lowdin_charge": [-0.054, 0.029, -1.516, 0.054, 0.367, 0.647, 0.735, -0.012, -0.002, -0.100, -0.149],
  "orbital_gap_ev": [7.08, 7.08],
  "de_lowest_kj_mol": 306.6,
  "homo_energy_ev": [-8.267, -8.269],
  "e_tot_ev": -46512.803,
  "spin_multiplicity": 1
}